# H18O9

9 unconnected molecules or ions with the total composition H18O9 (ωB97M-V/def2-TZVPD, the OMol25 dataset).

CARTESIAN COORDINATES (ANGSTROEM)
O: -1.635 -3.373 -2.079
H: -1.569 -3.937 -1.328
H: -0.817 -3.612 -2.537
O: 0.908 0.863 -0.750
H: 0.518 0.453 -1.520
H: 1.700 1.339 -1.212
O: -1.585 2.178 0.242
H: -1.190 2.969 0.365
H: -1.218 1.669 -0.520
O: -0.363 -0.016 1.858
H: -1.298 -0.166 1.359
H: 0.234 0.268 1.107
O: 0.701 -3.678 0.879
H: 0.532 -2.644 0.716
H: 1.510 -3.849 0.950
O: -3.198 1.131 2.483
H: -3.717 1.552 1.825
H: -2.320 1.468 2.404
O: -0.565 3.730 2.355
H: 0.438 3.953 2.677
H: -0.896 3.159 2.845
O: 1.596 0.550 -3.548
H: 2.290 1.128 -3.541
H: 2.128 -0.261 -3.451
O: 2.670 -1.289 -0.742
H: 1.864 -1.648 -0.576
H: 3.281 -1.935 -0.260

As for the HOMO energy: -10.606 eV. The SMILES is O.O.O.O.O.O.O.O.O. The value obtained for the energy above the lowest of the compared OMol25 structures with the same formula, charge and spin is 522.0 kJ/mol. As for the total energy: -18716.7252 eV.



# C4H12N2O

C4H12N2O in the gas phase (ωB97M-V/def2-TZVPD, the OMol25 dataset).

CARTESIAN COORDINATES (ANGSTROEM)
N: -0.710 -1.805 -0.561
C: 0.313 -0.755 -0.578
C: 1.720 -1.176 -0.222
O: 2.753 -0.456 -0.999
C: 0.090 0.366 0.522
N: -1.327 0.767 0.448
C: -1.504 2.155 0.396
H: -1.596 -1.560 -0.903
H: -0.795 -2.473 0.207
H: 0.378 -0.188 -1.493
H: 1.933 -0.771 0.786
H: 1.883 -2.233 -0.263
H: 2.646 -0.914 -1.868
H: 0.846 1.140 0.352
H: 0.173 -0.136 1.510
H: -1.830 0.343 1.267
H: -2.639 2.466 0.500
H: -1.212 2.629 -0.400
H: -1.122 2.601 1.299

As for the HOMO energy: -8.488 eV. The SMILES is CNC[C@H](N)CO. The value obtained for the energy above the lowest of the compared OMol25 structures with the same formula, charge and spin is 281.9 kJ/mol. As for the total energy: -9368.2719 eV.



# C27H26NOPPtS

A molecular structure, C27H26NOPPtS (ωB97M-V/def2-TZVPD, the OMol25 dataset).

CARTESIAN COORDINATES (ANGSTROEM)
Pt: 0.762 0.758 1.355
C: -3.445 0.927 2.833
C: -2.007 0.608 3.090
C: -1.576 -0.719 3.129
C: -0.253 -1.046 3.393
C: 0.142 -2.471 3.592
C: 0.692 0.013 3.567
C: 0.254 1.364 3.638
C: 1.167 2.443 4.137
C: -1.085 1.633 3.350
H: -4.015 0.864 3.763
H: -3.885 0.214 2.137
H: -3.567 1.937 2.445
H: -2.302 -1.517 3.015
H: -0.202 -2.798 4.577
H: 1.219 -2.613 3.561
H: -0.328 -3.122 2.856
H: 1.689 -0.215 3.925
H: 2.216 2.177 4.020
H: 0.980 2.590 5.204
H: 0.982 3.394 3.640
H: -1.433 2.658 3.419
C: 1.998 0.480 -5.941
C: 2.822 1.272 -5.151
C: 2.593 1.364 -3.788
C: 1.564 0.611 -3.223
C: 0.715 -0.168 -4.017
C: 0.947 -0.235 -5.379
P: 1.297 0.687 -1.445
C: -1.965 0.906 -0.874
C: -2.260 -0.438 -0.605
C: -3.097 -1.145 -1.446
C: -3.631 -0.531 -2.574
C: -3.325 0.797 -2.860
C: -2.493 1.515 -2.025
C: 1.828 -0.842 -0.804
C: 2.328 -1.961 -1.502
C: 2.925 -2.964 -0.780
C: 3.073 -2.841 0.607
C: 2.554 -1.753 1.307
C: 1.862 -0.775 0.619
H: 2.174 0.431 -7.007
H: 3.631 1.830 -5.601
H: 3.220 1.994 -3.167
H: -0.106 -0.713 -3.564
H: 0.307 -0.838 -6.010
H: -1.814 -0.897 0.270
H: -3.335 -2.179 -1.235
H: -4.273 -1.088 -3.244
H: -3.737 1.272 -3.740
H: -2.241 2.544 -2.255
H: 2.265 -2.011 -2.581
H: 3.324 -3.834 -1.286
H: 3.599 -3.606 1.164
H: 2.708 -1.695 2.374
O: 0.397 3.095 1.019
S: -0.748 3.076 0.088
N: -1.112 1.559 0.010

The total charge is +2. As for the HOMO energy: -14.523 eV. The value obtained for the energy above the lowest of the compared OMol25 structures with the same formula, charge and spin is 192.2 kJ/mol. As for the total energy: -55310.6037 eV.



# C5H27NO10

9 unconnected molecules or ions with the total composition C5H27NO10 (ωB97M-V/def2-TZVPD, the OMol25 dataset).

CARTESIAN COORDINATES (ANGSTROEM)
O: 1.441 -2.351 1.595
C: 0.460 -2.278 0.891
O: -0.640 -2.990 1.005
C: 0.286 -1.095 -0.181
C: -0.344 0.143 0.503
C: -1.544 0.001 1.377
C: -2.369 1.146 1.850
N: 1.681 -0.829 -0.565
H: -0.363 -3.759 1.558
H: -0.167 -1.618 -1.035
H: 0.661 0.543 0.974
H: -0.444 0.946 -0.229
H: -2.207 -0.825 0.854
H: -1.235 -0.713 2.223
H: -1.838 2.064 2.192
H: -3.037 0.812 2.650
H: -2.938 1.715 1.115
H: 2.352 -1.626 -0.437
H: 1.996 -0.130 0.105
H: 1.177 1.142 -1.769
H: 2.023 1.627 -3.038
O: 1.152 1.581 -2.627
H: 0.743 -1.732 4.125
H: 1.482 -2.866 3.666
O: 0.563 -2.647 3.813
H: 1.845 -1.050 -2.609
H: 1.571 -0.550 -4.189
O: 2.147 -0.818 -3.487
H: 0.453 4.908 -1.421
H: 0.274 3.664 -2.253
O: 0.582 3.961 -1.390
H: 3.781 -0.409 0.511
H: 3.046 -0.530 1.712
O: 3.503 0.175 1.222
H: -3.018 -3.691 0.704
H: -3.557 -2.899 -0.532
O: -3.849 -3.443 0.232
H: -0.615 3.020 0.405
H: -1.075 4.355 0.603
O: -1.111 3.524 1.084
H: -0.705 1.390 -4.462
H: -0.827 1.013 -2.946
O: -1.336 1.117 -3.796

As for the HOMO energy: -10.345 eV. The SMILES is CCC[C@@H](N)C(=O)O.O.O.O.O.O.O.O.O. The value obtained for the energy above the lowest of the compared OMol25 structures with the same formula, charge and spin is 485.2 kJ/mol. As for the total energy: -27586.4540 eV.



# C5H6N2O2

C5H6N2O2 in the gas phase (ωB97M-V/def2-TZVPD, the OMol25 dataset).

CARTESIAN COORDINATES (ANGSTROEM)
C: 0.190 1.995 0.590
C: 1.059 1.250 1.378
C: -0.536 1.341 -0.389
C: 1.227 -0.088 1.125
C: -0.350 -0.012 -0.578
N: 0.572 -0.722 0.125
N: -1.590 -2.044 -1.223
O: 0.825 -1.939 -0.125
O: -1.206 -0.706 -1.555
H: 0.061 3.051 0.756
H: 1.612 1.700 2.187
H: -1.260 1.849 -1.004
H: 1.902 -0.720 1.684
H: -1.753 -2.455 -2.145
H: -0.753 -2.499 -0.827

As for the HOMO energy (spin up / spin down): -8.545 / -8.544 eV. The SMILES is NOc1cccc[n+]1[O-]. The value obtained for the energy above the lowest of the compared OMol25 structures with the same formula, charge and spin is 408.4 kJ/mol. As for the total energy: -12353.3877 eV.



# C25H27BF3KN14P

A molecular structure, C25H27BF3KN14P (ωB97M-V/def2-TZVPD, the OMol25 dataset).

CARTESIAN COORDINATES (ANGSTROEM)
K: -0.361 0.691 0.783
C: -4.377 1.984 1.147
C: -3.343 2.615 0.434
N: -2.770 1.788 -0.430
N: -3.422 0.609 -0.291
C: -4.383 0.701 0.651
B: -3.138 -0.647 -1.141
N: -2.052 -0.374 -2.190
C: -2.222 -0.129 -3.506
C: -0.994 0.184 -4.042
C: -0.118 0.105 -2.947
N: -0.760 -0.233 -1.840
N: -2.701 -1.777 -0.163
C: -2.734 -3.113 -0.342
C: -2.172 -3.708 0.768
C: -1.808 -2.629 1.587
N: -2.124 -1.471 1.025
N: -4.435 -1.006 -1.893
C: -5.467 -0.184 -2.195
C: -6.296 -0.847 -3.068
C: -5.668 -2.091 -3.256
N: -4.547 -2.176 -2.559
H: -5.018 2.396 1.907
H: -2.991 3.632 0.510
H: -4.996 -0.152 0.894
H: -3.194 -0.207 -3.963
H: -0.769 0.427 -5.066
H: 0.945 0.293 -2.909
H: -3.169 -3.525 -1.236
H: -2.059 -4.762 0.956
H: -1.332 -2.642 2.556
H: -5.534 0.805 -1.775
H: -7.215 -0.490 -3.500
H: -5.984 -2.922 -3.866
C: 3.871 -0.814 -2.085
N: 2.890 -1.317 -1.148
C: 1.965 -2.292 -1.395
C: 1.187 -2.368 -0.282
N: 1.609 -1.458 0.661
C: 2.624 -0.827 0.089
P: 3.617 0.441 0.917
C: 2.951 1.932 0.126
N: 1.797 2.029 -0.498
C: 1.737 3.307 -0.981
C: 2.868 3.989 -0.639
N: 3.647 3.105 0.058
C: 4.912 3.414 0.696
C: 2.660 0.471 2.464
N: 1.728 1.349 2.785
C: 1.293 0.969 4.031
C: 1.973 -0.136 4.451
N: 2.864 -0.432 3.457
C: 3.684 -1.625 3.377
H: 4.319 -1.643 -2.629
H: 3.415 -0.121 -2.793
H: 4.656 -0.291 -1.540
H: 1.920 -2.803 -2.341
H: 0.331 -2.999 -0.113
H: 0.887 3.653 -1.546
H: 3.189 4.999 -0.829
H: 5.424 4.181 0.119
H: 4.757 3.773 1.713
H: 5.535 2.522 0.726
H: 0.524 1.515 4.551
H: 1.910 -0.725 5.350
H: 3.987 -1.922 4.379
H: 3.130 -2.432 2.898
H: 4.580 -1.414 2.795
F: -1.853 1.278 3.179
C: -2.722 0.343 3.535
F: -3.733 0.879 4.187
F: -2.126 -0.579 4.269

The spin multiplicity is 2. As for the HOMO energy (spin up / spin down): -8.294 / -8.296 eV. The value obtained for the energy above the lowest of the compared OMol25 structures with the same formula, charge and spin is 22.5 kJ/mol. As for the total energy: -81669.8928 eV.



Please write out number 5 again, unchanged.
# C5H6N2O2

C5H6N2O2 in the gas phase (ωB97M-V/def2-TZVPD, the OMol25 dataset).

CARTESIAN COORDINATES (ANGSTROEM)
C: 0.190 1.995 0.590
C: 1.059 1.250 1.378
C: -0.536 1.341 -0.389
C: 1.227 -0.088 1.125
C: -0.350 -0.012 -0.578
N: 0.572 -0.722 0.125
N: -1.590 -2.044 -1.223
O: 0.825 -1.939 -0.125
O: -1.206 -0.706 -1.555
H: 0.061 3.051 0.756
H: 1.612 1.700 2.187
H: -1.260 1.849 -1.004
H: 1.902 -0.720 1.684
H: -1.753 -2.455 -2.145
H: -0.753 -2.499 -0.827

As for the HOMO energy (spin up / spin down): -8.545 / -8.544 eV. The SMILES is NOc1cccc[n+]1[O-]. The value obtained for the energy above the lowest of the compared OMol25 structures with the same formula, charge and spin is 408.4 kJ/mol. As for the total energy: -12353.3877 eV.